Here is a cluster of 2 separate species, C7H11F2N in total in a non-equilibrium geometry from the Open Molecules 2025 dataset. Energies are from ωB97M-V/def2-TZVPD.

Structure (ORCA input):
```
! RIJCOSX wB97M-V def2-TZVPD def2/J DEFGRID3
* xyz 0 1
C -3.31883 -1.92409 -0.55684
C -1.38220 0.71336 1.51417
C -2.91584 0.70915 -0.38670
C 2.66051 -0.42278 -1.33721
C 0.10607 0.70293 1.36050
C 2.11004 0.25894 -0.09037
C 0.60002 0.07659 0.05668
N -2.17713 0.94237 0.56320
F -2.39575 -2.17042 0.36767
F -3.51247 1.65582 -1.08164
H -2.77392 -2.00773 -1.52706
H -1.79814 0.62154 2.51076
H 2.16626 -0.04880 -2.23010
H 3.72619 -0.22927 -1.42813
H 2.51200 -1.49759 -1.28358
H 0.53546 0.16518 2.20830
H 0.46013 1.73974 1.41803
H 2.33949 1.32703 -0.13240
H 2.60792 -0.15181 0.79067
H 0.09068 0.52992 -0.79682
H 0.35953 -0.99008 0.06088
*
```

Output
Molecular weight: 147.168 g/mol
Total energy: -527.58865 Ha
Energy relative to the best compared isomer or geometry (same formula, charge and spin): 5.635 eV
HOMO-LUMO gap (spin up / spin down): 8.24 / 8.24 eV
E_LUMO (spin up / spin down): 0.0008 / 0.0008 Eh

Here is an isolated molecule of C2H4N2 in a non-equilibrium geometry from the Open Molecules 2025 dataset. Energies are from ωB97M-V/def2-TZVPD.

Structure (ORCA input):
```
! RIJCOSX wB97M-V def2-TZVPD def2/J DEFGRID3
* xyz 0 1
C -1.53301 -0.02902 0.11148
N -0.53175 -0.32124 -0.62630
N 0.61390 -0.72519 -0.00525
C 1.58470 0.12620 -0.11187
H -2.48205 0.14382 -0.44512
H -1.48086 -0.00642 1.12634
H 1.36375 1.22120 -0.33592
H 2.46532 -0.40936 0.28665
*
```

Output
Molecular weight: 56.068 g/mol
Structure (SMILES): C=NN=C
Total energy: -188.02466 Ha
Energy relative to the best compared isomer or geometry (same formula, charge and spin): 2.548 eV
HOMO-LUMO gap: 10.71 eV
E_LUMO: 0.0311 Eh

> Which value of molecular weight does entry 1 give?

147.168 g/mol

> What is the molecular weight in the second record?

56.068 g/mol